31
Properties=species:S:1:pos:R:3:forces:R:3:mulliken_spin:R:1 method="wB97M-V/def2-TZVPD" e_homo_ha="0.0979 / 0.0945" spin_multiplicity=2 max_force_ev_per_a=5.7 charge=-3 energy_ev=-234891.427 molar_mass_g_mol=482.9
N 0.46100 -2.41217 -0.10157 1.2 -5.2 -2.0 0.000
O 1.24940 -1.62461 0.39097 0.7 2.3 1.5 0.000
O -0.05393 -2.29492 -1.18851 -1.7 3.4 -2.5 0.000
O 0.41436 -3.61280 0.26534 0.6 -0.6 2.9 0.000
C -3.46798 -1.40612 0.10568 -0.1 0.5 -0.2 0.000
C -3.61251 -2.65831 -0.68426 1.1 -3.0 0.0 0.000
O -3.10128 -3.83743 -0.13410 -0.7 1.2 0.1 0.000
H -3.65105 -0.53000 -0.51642 -0.5 0.3 -0.4 0.001
H -2.39789 -1.32155 0.29499 -0.2 -0.1 1.3 0.000
H -4.26926 -1.45687 0.84289 0.8 0.4 1.1 0.000
H -3.07355 -2.42869 -1.60345 -0.1 0.0 -1.1 0.000
H -4.67176 -2.85810 -0.84604 -1.0 0.5 -0.8 0.000
C -0.86482 1.96512 -0.31853 0.6 -1.6 -0.5 0.118
C 0.48471 1.79291 -0.03558 -0.3 -1.3 -0.8 -0.067
C 1.33918 2.83567 0.17221 -0.1 -0.3 1.3 0.114
C 0.78930 4.11396 0.31895 1.1 2.5 -0.5 -0.073
C -0.59235 4.32300 -0.00516 0.4 -0.7 -0.4 0.181
C -1.36083 3.20628 -0.40628 -0.4 2.1 1.3 -0.075
N 1.70012 5.25858 0.58890 -1.4 -3.7 -0.6 0.302
O 1.22270 6.38100 0.53531 -2.2 3.6 -0.1 0.243
O 2.95135 5.14343 0.72351 1.3 -1.4 0.2 0.201
H -1.47328 1.10759 -0.56513 0.0 -0.2 0.1 0.016
H 0.79878 0.76308 -0.12045 0.6 -0.1 0.3 -0.007
H 2.35024 2.59393 0.46498 0.2 0.5 -0.3 0.015
H -1.09957 5.27599 -0.03595 0.6 0.3 0.2 0.035
H -2.42426 3.29043 -0.57491 -0.2 0.5 -0.3 -0.004
C 4.31310 -4.19822 0.48455 0.8 -0.8 -0.1 0.000
Br 5.57964 -3.49030 -0.89169 -1.0 -0.4 0.7 0.000
Br 5.35029 -4.52983 2.10147 0.0 0.2 0.0 0.000
Br 3.53648 -5.94432 -0.02240 0.2 1.3 0.0 0.000
H 3.57359 -3.44662 0.76080 -0.3 -0.2 -0.5 0.000